12
Properties=species:S:1:pos:R:3 method="wB97M-V/def2-TZVPD" gap_ev=11.5 max_force_ev_per_a=1.41 total_charge=0 relative_energy_kcal_mol=42.34 e_tot_ev=-8338.625
C 1.32631 -0.10006 0.28681
C -0.11759 -0.00933 0.69918
C -0.86617 1.24642 0.63264
O -1.06133 0.22746 -0.33830
C -0.49493 -1.89246 -2.08806
O -1.41535 -1.79463 -2.74554
H 1.98244 -0.02560 1.16053
H 1.51927 -1.05489 -0.21169
H 1.57391 0.70650 -0.41031
H -0.44912 -0.75420 1.42507
H -0.36674 2.14375 0.26656
H -1.70769 1.42155 1.30206

---

18
Properties=species:S:1:pos:R:3 method="wB97M-V/def2-TZVPD" gap_ev="7.1 / 7.0" max_force_ev_per_a=3.61 total_charge=0 relative_energy_kcal_mol=8.24 e_tot_ev=-20975.694
C 1.79276 -0.24631 0.58966
C -0.61439 0.46594 1.96476
C -1.57426 0.73257 -0.23098
C 1.46676 0.87208 -0.01222
C -0.13793 -0.82787 -1.36188
C 0.52239 1.93582 0.29484
C -0.85606 1.45443 0.87410
C 0.26358 -2.23274 -1.46500
N 2.21420 -1.33587 0.70679
N -0.39916 -0.41216 2.67637
N -1.06751 -0.22454 -0.84925
F 0.02900 -3.06202 -0.45105
F -0.53547 -2.71808 -2.53020
F 1.53126 -2.40019 -1.81788
H -2.52960 0.91768 -0.47502
H 1.07776 2.37863 1.24889
H 0.23959 2.54835 -0.55049
H -1.42293 2.15428 1.38855

---

19
Properties=species:S:1:pos:R:3 method="wB97M-V/def2-TZVPD" gap_ev="5.8 / 4.6" max_force_ev_per_a=3.13 total_charge=+1 relative_energy_kcal_mol=87.06 e_tot_ev=-22812.275
C -0.80979 1.13234 -3.25453
Pb -1.15904 -0.32716 -1.16483
N 0.89500 -1.55354 -1.73025
H 0.07282 1.25508 0.52984
H -0.17683 1.10882 -2.29115
H -1.22799 2.14987 -3.30187
H -1.65268 0.42819 -3.39710
H -0.09620 0.95456 -4.06983
H 0.92591 -2.51290 -1.37030
H 1.68569 -1.04149 -1.31708
H 1.03393 -1.60425 -2.74368
N -0.05588 1.14191 3.29947
C 0.15164 0.01816 2.61006
N -0.01252 -1.15822 3.21721
S 0.73468 0.08827 0.93184
H -0.30556 1.11028 4.28352
H 0.09899 2.04094 2.86192
H 0.15359 -2.02222 2.70764
H -0.25575 -1.20863 4.19911

---

47
Properties=species:S:1:pos:R:3 method="wB97M-V/def2-TZVPD" gap_ev=8.0 max_force_ev_per_a=7.33 total_charge=0 smiles=CNCc1cncc(-c2cnc3[nH]nc(-c4nc5cc6c(cc5[nH]4)OC(F)(F)O6)c3c2)c1 e_tot_ev=-41978.450
F -0.29823 -4.42769 -6.98755
F 0.63115 -6.11791 -6.03121
N -3.13203 -2.62270 1.80800
N -0.76604 -1.90011 -0.89928
N 3.06779 2.37518 3.68304
N -1.98991 -0.07548 4.08904
O 0.85990 -3.88362 -5.12801
O -1.14203 -5.23151 -5.20218
C -2.21565 -1.99200 1.11975
C -1.70117 -2.38286 -0.16046
C -1.05522 0.80647 3.80717
C 1.93660 1.63759 3.72011
C 3.16389 3.28170 2.69081
C -2.29733 -0.92154 3.12810
C 0.29782 -2.75053 -2.99222
C -0.50553 -0.20042 1.69707
C -1.86552 -4.51056 -3.05068
C 1.15878 2.49464 1.63601
C -0.71903 -2.75650 -2.04063
C 0.18285 -3.68072 -4.06370
C -0.99174 -4.48014 -4.10322
C -1.61967 -0.93059 1.86138
C -0.22418 0.75398 2.71865
C 0.98136 1.65324 2.73700
C -1.75224 -3.60586 -2.06491
C 2.22484 3.36338 1.53847
N -3.22251 -1.96930 3.01411
N -2.45512 -3.38258 -0.90992
N 1.65363 5.61816 0.74520
C 0.05277 -4.89079 -5.84820
C 1.28645 6.40692 -0.45180
C 2.38511 4.42742 0.49016
H -0.81472 1.68363 4.53435
H 1.77201 1.14902 4.63984
H 3.98003 3.89366 2.67705
H 1.17676 -2.12353 -3.04404
H 0.07966 -0.24392 0.79649
H -2.74403 -5.21050 -2.97102
H 0.37152 2.42066 0.80049
H -3.78120 -2.40408 3.77106
H -3.30363 -3.97546 -0.64131
H 2.26415 6.21637 1.36524
H 0.73458 5.73614 -1.17126
H 2.25499 6.73676 -0.81468
H 0.66242 7.33423 -0.38018
H 2.04077 3.98144 -0.42802
H 3.37689 4.70032 0.31587

---

112
Properties=species:S:1:pos:R:3 method="wB97M-V/def2-TZVPD" gap_ev=9.8 max_force_ev_per_a=2.03 total_charge=0 smiles="CCOC(C)=O.CCOC(C)=O.CCOC(C)=O.CCOC(C)=O.CCOC(C)=O.CC(C)=O.BrCCBr.BrCCBr.BrCCBr.BrCCBr" e_tot_ev=-616016.634
C -0.83525 -13.09303 6.82734
C -1.79845 -12.09508 7.46598
O -1.36421 -11.08726 7.97337
C -3.27606 -12.38979 7.39512
H 0.14844 -12.63790 6.76070
H -1.12772 -13.48030 5.85056
H -0.76900 -13.96544 7.48596
H -3.38030 -13.47088 7.27553
H -3.81029 -11.86765 6.60465
H -3.73522 -12.13063 8.35082
O 3.11211 -12.01000 1.65313
C 2.91468 -11.35675 2.64648
O 3.73022 -10.43838 3.14239
C 4.89809 -10.02219 2.42318
C 6.14741 -10.53816 3.13041
C 1.73639 -11.59336 3.55909
H 4.84511 -8.93961 2.32515
H 4.87377 -10.40079 1.40010
H 6.00755 -10.60190 4.20715
H 6.96479 -9.84532 2.92319
H 6.42549 -11.50292 2.70808
H 1.16128 -10.69406 3.77073
H 1.98946 -12.10987 4.48575
H 1.04783 -12.33849 3.15543
O 4.17071 -11.94583 7.48056
C 3.02902 -11.96949 7.85381
O 2.09539 -11.07882 7.55696
C 2.55362 -9.91869 6.83958
C 1.34996 -9.09397 6.44068
C 2.47146 -13.07771 8.72760
H 3.15124 -10.25440 5.99151
H 3.18616 -9.31692 7.49696
H 1.65713 -8.27077 5.80017
H 0.79501 -8.78339 7.32534
H 0.61885 -9.67316 5.86999
H 1.48029 -13.36206 8.35682
H 2.27548 -12.67593 9.71809
H 2.92378 -14.05841 8.60256
O 5.43691 -8.08091 9.82281
C 5.15724 -8.94998 10.59845
O 4.72731 -8.73582 11.84897
C 4.56822 -7.38166 12.24366
C 4.38113 -7.33810 13.75825
C 5.34995 -10.39930 10.26584
H 3.67221 -6.95775 11.77716
H 5.36794 -6.70711 11.92764
H 3.42139 -7.81318 13.95707
H 4.35616 -6.27813 14.01638
H 5.18560 -7.81040 14.31661
H 5.76570 -10.59276 9.28165
H 4.49920 -11.06918 10.37945
H 6.09918 -10.87489 10.91163
O 9.81146 -10.15769 7.03751
C 9.35053 -11.27593 7.02292
O 9.94287 -12.30293 6.41977
C 11.13581 -11.99059 5.67650
C 11.41007 -13.20535 4.80208
C 8.05062 -11.63651 7.67148
H 11.98582 -11.85339 6.34147
H 10.93494 -11.08072 5.11745
H 12.33973 -13.11025 4.24479
H 10.62176 -13.59173 4.15092
H 11.48799 -14.10516 5.42526
H 7.92340 -11.31970 8.69951
H 8.01049 -12.73257 7.67764
H 7.19673 -11.32094 7.07195
O 2.10906 -7.49332 9.94022
C 0.99158 -7.85298 10.22119
O 0.02987 -7.01392 10.64427
C 0.23898 -5.62621 10.44555
C -1.09007 -4.91223 10.21246
C 0.56753 -9.28893 10.16788
H 0.92409 -5.34420 9.64842
H 0.66025 -5.20684 11.36477
H -0.99852 -3.84851 10.44136
H -1.94206 -5.32812 10.74715
H -1.38856 -4.89628 9.16002
H 1.08971 -9.76391 9.33870
H -0.50796 -9.42952 10.10339
H 0.94394 -9.85179 11.02829
Br 2.47804 -11.73959 12.22346
C 2.50947 -10.80303 13.94905
C 1.31912 -9.86618 13.94069
Br 1.09048 -9.17137 15.77848
H 3.46331 -10.30868 14.10877
H 2.39825 -11.53916 14.74105
H 0.43777 -10.45536 13.71475
H 1.47040 -9.00114 13.30588
Br 4.14213 -6.47598 5.83403
C 5.03009 -6.27920 7.60747
C 4.42538 -5.16567 8.44136
Br 4.76618 -3.44048 7.62639
H 6.05682 -6.03537 7.34829
H 5.04030 -7.24505 8.10744
H 4.97562 -5.19090 9.37902
H 3.35290 -5.26779 8.54546
Br -2.61808 -7.82991 6.46567
C -2.80910 -8.26006 8.37071
C -4.04216 -7.71780 9.04506
Br -4.34457 -5.79331 8.61878
H -1.87601 -7.90980 8.79666
H -2.85793 -9.34409 8.45066
H -3.96646 -7.72199 10.13144
H -4.99537 -8.18835 8.82495
Br 7.26950 -14.61215 4.15316
C 5.52019 -13.96361 4.79402
C 4.53238 -15.10278 4.59565
Br 2.77608 -14.58493 5.31754
H 5.18697 -13.11009 4.21002
H 5.69922 -13.67724 5.82378
H 4.84898 -15.99080 5.13291
H 4.44391 -15.32426 3.53725

---

27
Properties=species:S:1:pos:R:3 method="wB97M-V/def2-TZVPD" gap_ev=8.9 max_force_ev_per_a=3.83 total_charge=0 relative_energy_kcal_mol=56.82 smiles=Cc1c[nH]c2ccccc12.CC e_tot_ev=-13138.327
C -0.25651 2.62596 -0.34671
C -1.58247 2.35174 -1.10382
H 0.04906 1.91790 0.44890
H 0.77215 2.80821 -0.79601
H -0.38834 3.60586 0.18448
H -2.21279 3.20593 -0.94369
H -2.08962 1.39333 -0.72563
H -1.36562 2.26186 -2.20603
C -1.75990 -1.15397 2.11332
C 1.35754 -0.29920 0.02444
C 0.07291 -0.98345 0.13856
C -0.42050 -0.79548 1.56592
C 0.63066 -0.09312 2.10257
C 2.17679 -0.52423 -1.13059
C 1.72853 -1.48737 -1.97677
C -0.30595 -2.05647 -0.75771
C 0.54199 -2.37579 -1.77361
N 1.58920 0.35637 1.17422
H 2.56613 0.71493 1.51976
H 3.25280 -0.11012 -1.45837
H 0.79377 0.24340 3.18857
H 2.23852 -1.84863 -2.86258
H -1.26007 -2.62513 -0.54080
H -2.25904 -0.44949 2.72223
H -1.81015 -2.10577 2.60227
H 0.47303 -3.30860 -2.36187
H -2.53213 -1.26868 1.19896

---

16
Properties=species:S:1:pos:R:3 method="wB97M-V/def2-TZVPD" gap_ev="7.9 / 7.9" max_force_ev_per_a=4.34 total_charge=+1 relative_energy_kcal_mol=110.30 e_tot_ev=-19572.471
C -0.81579 1.24388 -0.10419
C 0.56074 1.27568 0.74682
C -1.20521 -1.18355 -0.12056
C 2.01093 -0.91929 -0.41809
N 0.01426 -1.74107 0.52843
N 1.10415 -1.64351 0.09713
N -1.12853 0.08996 -0.83921
S 2.14327 0.82978 -0.14452
H -1.56827 1.50813 0.65948
H -0.84835 2.09071 -0.74195
H 0.57664 2.29668 1.27710
H 0.46225 0.43162 1.34555
H -1.79960 -2.06089 -0.49884
H -1.80454 -0.83879 0.89181
H 2.97517 -1.36955 -0.88774
H -0.67712 -0.00980 -1.79123